(1)
A structure of composition C2H3CaOTl at a distorted geometry. Source: the OMol25 dataset; level of theory: the ωB97M-V functional and the def2-TZVPD basis.

Last column: Mulliken charge in e.
Atoms and positions in Å:
C -1.794 -0.354 0.940  -0.810
C -0.730 0.487 0.981  -0.070
O 0.534 -0.035 1.160  -0.439
Tl 0.494 -1.534 -0.352  0.288
H -2.802 0.025 0.759  0.230
H -1.709 -1.440 1.124  0.241
Ca 1.334 2.383 0.755  0.704
H 1.482 -1.067 -2.136  -0.143

Forces on atoms 1 to 2 (eV/Å):
0.0 0.6 -0.4
0.6 0.1 0.4

Values from the calculation:
**Lowest unoccupied orbital energy (spin up / spin down)**: -0.8 / -1.5 eV
**HOMO (spin up / spin down)**: -7.237 / -5.961 eV


(2)
A structure of composition C2H3CdLiO2 at a distorted geometry. Source: the OMol25 dataset; level of theory: the ωB97M-V functional and the def2-TZVPD basis.

Last column: Mulliken charge in e.
Atoms and positions in Å:
H -0.363 -2.072 -0.093  0.095
O 1.206 0.008 0.659  -0.958
C -0.001 -0.542 0.341  -0.155
C -0.805 0.269 -0.400  -0.041
O -0.448 1.553 -0.627  -0.749
Li 1.772 0.353 -1.145  0.818
Cd 0.815 1.955 0.814  0.395
H -0.507 -1.396 1.395  0.218
H -1.670 -0.127 -0.944  0.376

Forces on atoms 1 to 2 (eV/Å):
1.0 1.5 -0.8
0.9 -3.6 -0.5

Values from the calculation:
**Energy relative to the best compared isomer or geometry (same formula, charge and spin)**: 110.66 kcal/mol
**Lowest unoccupied orbital energy (spin up / spin down)**: -1.2 / -0.9 eV
**HOMO (spin up / spin down)**: -5.916 / -6.847 eV


(3)
A structure of composition C2H3CeO3 at a distorted geometry. Source: the OMol25 dataset; level of theory: the ωB97M-V functional and the def2-TZVPD basis.

Last column: Mulliken charge in e.
Atoms and positions in Å:
C -2.610 -0.386 -0.980  0.131
O -2.207 0.161 0.006  -0.349
H -3.654 -0.333 -1.366  0.322
H 1.750 -0.522 -1.480  0.181
O 1.407 -0.993 0.558  -0.606
C 1.996 -0.159 -0.392  -0.006
O 1.555 1.149 -0.186  -0.612
Ce -0.042 0.542 1.219  1.703
H 3.098 -0.177 -0.225  0.236

Forces on atoms 1 to 2 (eV/Å):
0.1 0.5 0.7
-0.4 -0.5 -0.9

Values from the calculation:
**2S+1**: 3
**Energy relative to the best compared isomer or geometry (same formula, charge and spin)**: 18.91 kcal/mol
**Lowest unoccupied orbital energy (spin up / spin down)**: -5.0 / -5.6 eV
**<S²>**: 2.004
**Charge**: +1
**HOMO (spin up / spin down)**: -12.887 / -12.908 eV


(4)
The molecule C2H3Cl2FO at a distorted geometry. Source: the OMol25 dataset; level of theory: the ωB97M-V functional and the def2-TZVPD basis.

Last column: Mulliken charge in e.
Atoms and positions in Å:
O -0.484 0.220 -1.488  -0.428
C -0.556 0.257 -0.195  0.346
Cl -1.775 -1.484 0.452  -0.318
Cl -1.611 1.519 0.340  -0.106
C 0.711 0.086 0.535  -0.198
F 1.360 -0.939 -0.082  -0.267
H 0.168 -0.581 -1.745  0.437
H 1.472 0.910 0.502  0.256
H 0.715 0.012 1.681  0.278

Forces on atoms 1 to 2 (eV/Å):
2.0 -2.7 -1.9
-2.5 -0.6 1.4

Values from the calculation:
**Energy relative to the best compared isomer or geometry (same formula, charge and spin)**: 25.88 kcal/mol
**Lowest unoccupied orbital energy**: -0.2 eV
**Structure (SMILES)**: OC(Cl)(Cl)CF
**HOMO**: -10.237 eV


(5)
A cluster of 2 separate species, C2H3Cl2N in total at a distorted geometry. Source: the OMol25 dataset; level of theory: the ωB97M-V functional and the def2-TZVPD basis.

Last column: Mulliken charge in e.
Atoms and positions in Å:
N 0.107 -1.943 0.312  -0.422
C -0.362 -0.892 -0.096  0.465
C -1.040 0.096 -0.570  -0.445
Cl -2.623 0.630 0.117  -0.166
H 0.686 -1.994 1.100  0.289
H -0.360 0.817 -1.145  0.291
Cl 2.233 1.158 0.008  -0.288
H 1.358 2.128 0.274  0.276

Forces on atoms 1 to 2 (eV/Å):
-1.0 0.3 -2.1
-0.1 -2.1 1.7

Values from the calculation:
**Energy relative to the best compared isomer or geometry (same formula, charge and spin)**: 28.48 kcal/mol
**Lowest unoccupied orbital energy**: 0.3 eV
**Structure (SMILES)**: N=C=CCl.Cl
**HOMO**: -9.106 eV


(6)
The ion C2H3Cl2N2O with charge +1 at a distorted geometry. Source: the OMol25 dataset; level of theory: the ωB97M-V functional and the def2-TZVPD basis.

Last column: Mulliken charge in e.
Atoms and positions in Å:
O -2.036 -1.119 2.240  -0.272
N -1.295 -0.752 1.461  0.569
C -0.817 -0.252 0.411  -0.056
N 0.176 0.628 0.309  -0.174
C 1.083 0.478 -0.812  0.027
Cl 2.355 -0.694 -0.440  -0.069
Cl 0.001 -0.081 -2.282  -0.170
H -1.072 -0.919 -0.458  0.432
H 0.037 1.444 0.871  0.307
H 1.569 1.266 -1.300  0.406

Forces on atoms 1 to 2 (eV/Å):
-1.0 0.0 1.0
0.3 -0.4 0.1

Values from the calculation:
**Energy relative to the best compared isomer or geometry (same formula, charge and spin)**: 6.78 kcal/mol
**Lowest unoccupied orbital energy**: -7.4 eV
**Structure (SMILES)**: O=N/C=[NH+]/C(Cl)Cl
**Charge**: +1
**HOMO**: -15.359 eV


(7)
The ion C2H3Cl2N3OS with charge +2 at a distorted geometry. Source: the OMol25 dataset; level of theory: the ωB97M-V functional and the def2-TZVPD basis.

Last column: Mulliken charge in e.
Atoms and positions in Å:
C 1.586 -0.240 0.023  0.755
C -0.316 1.324 0.132  0.689
N 1.172 -1.380 0.215  -0.360
N 0.910 0.982 -0.188  -0.192
N -1.181 0.334 0.613  -0.302
O -1.288 -1.893 -0.687  -0.354
S -0.921 -1.443 0.718  0.655
Cl 3.231 -0.041 -0.303  -0.012
Cl -0.885 2.875 0.144  0.060
H 1.595 1.699 -0.434  0.265
H -2.170 0.403 0.942  0.332
H -1.733 -2.621 -1.175  0.463

Forces on atoms 1 to 2 (eV/Å):
0.6 2.1 -1.3
-2.0 -2.1 1.5

Values from the calculation:
**Energy relative to the best compared isomer or geometry (same formula, charge and spin)**: 31.83 kcal/mol
**Lowest unoccupied orbital energy**: -11.0 eV
**Charge**: +2
**HOMO**: -19.886 eV


(8)
A cluster of 2 separate species, C2H3Cl2NO2 in total at a distorted geometry. Source: the OMol25 dataset; level of theory: the ωB97M-V functional and the def2-TZVPD basis.

Last column: Mulliken charge in e.
Atoms and positions in Å:
C -0.615 -1.026 -0.152  -1.114
C 0.240 -0.019 -0.750  0.604
N 0.515 1.309 0.972  0.771
O 0.494 0.655 1.945  -0.510
O 0.503 2.429 0.669  -0.482
Cl 1.847 -0.758 -1.152  -0.143
Cl -0.379 1.242 -1.795  -0.109
H -1.724 -0.860 -0.140  0.309
H -0.632 -1.984 -0.527  0.384
H -0.249 -0.989 0.930  0.288

Forces on atoms 1 to 2 (eV/Å):
-1.9 1.6 2.8
1.3 1.8 0.4

Values from the calculation:
**Energy relative to the best compared isomer or geometry (same formula, charge and spin)**: 123.05 kcal/mol
**Lowest unoccupied orbital energy (spin up / spin down)**: -0.5 / -0.5 eV
**HOMO (spin up / spin down)**: -9.199 / -9.203 eV


(9)
A cluster of 2 separate species, C2H3Cl2NO3 in total at a distorted geometry. Source: the OMol25 dataset; level of theory: the ωB97M-V functional and the def2-TZVPD basis.

Last column: Mulliken charge in e.
Atoms and positions in Å:
N -0.728 0.389 -3.605  0.501
O -1.691 -0.014 -4.181  -0.095
C 0.274 -0.747 1.721  -1.184
C 0.364 0.368 0.706  0.691
O -0.146 -0.156 -0.550  -0.036
O -0.206 0.674 -1.590  -0.509
Cl -0.617 1.769 1.224  -0.183
Cl 2.063 0.889 0.497  -0.184
H 0.622 -0.467 2.708  0.353
H -0.769 -1.094 1.748  0.323
H 0.833 -1.609 1.322  0.324

Forces on atoms 1 to 2 (eV/Å):
-6.3 -2.1 -2.9
6.7 2.4 4.8

Values from the calculation:
**Energy relative to the best compared isomer or geometry (same formula, charge and spin)**: 86.78 kcal/mol
**Lowest unoccupied orbital energy (spin up / spin down)**: -2.7 / -2.6 eV
**HOMO (spin up / spin down)**: -8.760 / -8.828 eV


(10)
The molecule C2H3Cl2O2P at a distorted geometry. Source: the OMol25 dataset; level of theory: the ωB97M-V functional and the def2-TZVPD basis.

Last column: Mulliken charge in e.
Atoms and positions in Å:
C -2.092 -0.985 -0.267  0.551
C -1.985 1.304 -0.193  -0.174
O -0.769 -1.094 -0.328  -0.313
O -2.640 0.176 -0.102  -0.249
P 0.255 -0.373 0.897  0.011
Cl -3.025 -2.304 0.349  -0.149
Cl -2.903 2.733 -0.035  -0.160
H -1.022 1.395 -0.669  0.337
H 1.155 0.065 -0.087  0.065
H 0.926 -1.591 1.031  0.080

Forces on atoms 1 to 2 (eV/Å):
0.4 -1.4 -0.5
0.7 1.3 0.1

Values from the calculation:
**Energy relative to the best compared isomer or geometry (same formula, charge and spin)**: 124.97 kcal/mol
**Lowest unoccupied orbital energy (spin up / spin down)**: 0.0 / 0.2 eV
**HOMO (spin up / spin down)**: -7.703 / -7.406 eV


(11)
The ion C2H3Cl2O2S with charge -1 at a distorted geometry. Source: the OMol25 dataset; level of theory: the ωB97M-V functional and the def2-TZVPD basis.

Last column: Mulliken charge in e.
Atoms and positions in Å:
C 0.299 0.247 -0.114  -0.554
C -1.058 -2.310 -2.801  -0.046
O 0.904 -0.677 -0.810  -0.444
O -0.853 0.235 -2.562  -0.575
S 0.064 -0.903 -2.479  0.444
Cl -0.099 -3.770 -2.958  -0.271
Cl -2.606 -2.574 -2.020  -0.233
H -0.634 -0.263 0.230  0.206
H -0.089 1.177 -0.631  0.228
H 0.906 0.584 0.742  0.245

Forces on atoms 1 to 2 (eV/Å):
-3.4 2.2 2.5
1.7 1.8 0.1

Values from the calculation:
**Energy relative to the best compared isomer or geometry (same formula, charge and spin)**: 57.33 kcal/mol
**Lowest unoccupied orbital energy**: 3.6 eV
**Charge**: -1
**HOMO**: -3.225 eV


(12)
The molecule C2H3Cl2P at a distorted geometry. Source: the OMol25 dataset; level of theory: the ωB97M-V functional and the def2-TZVPD basis.

Last column: Mulliken charge in e.
Atoms and positions in Å:
Cl -2.391 0.987 -0.152  -0.204
C -1.074 -0.308 -0.120  -0.340
C 0.360 0.116 0.160  -0.277
P 1.755 -0.626 -0.490  0.080
Cl 3.247 0.508 0.304  -0.215
H -0.931 -0.722 -1.168  0.277
H -1.527 -0.866 0.706  0.277
H 0.561 0.911 0.760  0.403

Forces on atoms 1 to 2 (eV/Å):
1.0 0.0 -0.4
0.9 0.3 -0.9

Values from the calculation:
**Energy relative to the best compared isomer or geometry (same formula, charge and spin)**: 25.51 kcal/mol
**Lowest unoccupied orbital energy**: -0.5 eV
**Structure (SMILES)**: ClC/C=P/Cl
**HOMO**: -9.612 eV